# 1
This record from OMol25 describes a 8-piece molecular cluster, C38H100N8O11 overall in a non-equilibrium geometry. The level of theory is the ωB97M-V functional and the def2-TZVPD basis.

* energy above the lowest of the compared OMol25 structures with the same formula, charge and spin: 0.0 kcal per mole
* calculated total energy: -75464.283 eV
* SMILES string: COC[C@H](C)N.COC[C@H](C)N.COC[C@H](C)N.COC[C@H](C)N.COC[C@H](C)N.COCCNCCOC.COCCNCCOC.COCCNCCOC
* HOMO level: -8.607 eV
* max |F|: 2.2 eV/Å
* Kohn-Sham gap: 9.0 eV
* LUMO level: 0.4 eV

Structure (ORCA input):
```
! RIJCOSX wB97M-V def2-TZVPD def2/J DEFGRID3
* xyz 0 1
C 0.48 3.71 -1.09
C 0.44 2.21 -0.98
C 0.15 1.73 0.45
O -0.29 0.39 0.53
C 0.74 -0.53 0.18
N -0.55 1.72 -1.93
H 0.33 4.07 -2.11
H 1.37 4.20 -0.68
H -0.36 4.13 -0.51
H 1.44 1.83 -1.23
H -0.63 2.37 0.88
H 1.02 1.89 1.11
H 0.91 -0.53 -0.90
H 0.44 -1.56 0.38
H 1.69 -0.33 0.68
H -1.39 2.30 -1.89
H -0.83 0.79 -1.64
C -2.55 -1.80 -1.54
C -2.06 -3.10 -0.93
C -3.07 -4.23 -1.14
O -2.55 -5.49 -0.83
C -2.73 -5.90 0.52
N -0.79 -3.45 -1.58
H -3.49 -1.44 -1.10
H -2.67 -1.83 -2.62
H -1.86 -1.02 -1.20
H -1.80 -2.91 0.11
H -3.33 -4.25 -2.20
H -4.02 -3.98 -0.65
H -2.26 -5.21 1.23
H -2.21 -6.85 0.65
H -3.79 -6.05 0.74
H -0.27 -4.15 -1.07
H -0.91 -3.84 -2.51
C -5.02 5.43 -4.43
C -3.82 5.49 -3.49
C -2.78 4.48 -3.96
O -2.35 4.76 -5.26
C -1.30 3.91 -5.65
N -3.25 6.87 -3.58
H -5.76 4.66 -4.18
H -4.69 5.16 -5.44
H -5.51 6.39 -4.52
H -4.05 5.34 -2.45
H -3.25 3.48 -3.94
H -1.95 4.41 -3.24
H -0.39 4.13 -5.08
H -1.10 4.03 -6.71
H -1.56 2.86 -5.48
H -2.76 6.92 -4.47
H -2.51 6.97 -2.90
C -5.52 4.59 1.59
C -5.02 4.28 0.20
C -4.75 2.80 -0.07
O -4.39 2.65 -1.41
C -4.29 1.28 -1.75
N -5.96 4.87 -0.79
H -5.71 5.64 1.77
H -4.82 4.16 2.31
H -6.48 4.08 1.77
H -4.10 4.83 -0.03
H -5.67 2.26 0.19
H -3.92 2.45 0.56
H -3.52 0.82 -1.10
H -3.93 1.11 -2.76
H -5.25 0.80 -1.55
H -6.88 4.46 -0.65
H -5.71 4.58 -1.72
C 3.05 -4.37 -1.60
C 4.34 -3.85 -2.22
C 4.78 -2.55 -1.57
O 3.76 -1.58 -1.64
C 4.11 -0.43 -0.95
N 5.43 -4.81 -1.99
H 2.20 -3.92 -2.11
H 2.97 -4.23 -0.52
H 2.99 -5.45 -1.76
H 4.14 -3.75 -3.29
H 5.71 -2.21 -2.05
H 5.10 -2.79 -0.55
H 5.09 -0.02 -1.23
H 4.03 -0.50 0.14
H 3.44 0.41 -1.20
H 5.18 -5.72 -2.36
H 6.27 -4.50 -2.46
C 7.20 -2.66 5.50
O 6.64 -2.77 4.21
C 5.31 -2.31 4.15
C 4.77 -2.65 2.78
N 3.69 -1.75 2.35
C 2.53 -1.76 3.23
C 1.85 -3.10 3.36
O 1.60 -3.61 2.05
C 0.43 -4.41 1.98
H 8.28 -2.76 5.38
H 6.81 -3.44 6.16
H 7.02 -1.69 5.98
H 5.27 -1.22 4.27
H 4.67 -2.79 4.91
H 4.61 -3.71 2.55
H 5.61 -2.44 2.10
H 3.33 -2.07 1.45
H 1.85 -1.01 2.79
H 2.72 -1.35 4.23
H 0.89 -3.02 3.90
H 2.46 -3.85 3.87
H 0.26 -5.09 2.82
H 0.46 -5.00 1.07
H -0.40 -3.68 1.93
C -1.79 1.09 3.45
O -2.82 0.59 4.25
C -4.09 0.83 3.69
C -5.15 0.35 4.64
N -4.87 0.78 5.99
C -5.73 0.11 6.95
C -5.64 0.77 8.31
O -6.36 -0.02 9.24
C -6.48 0.58 10.50
H -1.90 2.15 3.20
H -1.68 0.50 2.53
H -0.86 1.01 4.03
H -4.16 0.40 2.68
H -4.21 1.92 3.55
H -5.17 -0.76 4.58
H -6.17 0.61 4.33
H -3.91 0.52 6.18
H -5.49 -0.97 7.04
H -6.76 0.10 6.60
H -6.12 1.75 8.20
H -4.61 0.90 8.66
H -5.51 0.62 11.01
H -7.13 -0.03 11.12
H -6.89 1.60 10.44
C 1.80 1.54 -4.42
O 2.78 2.04 -5.34
C 4.04 2.28 -4.74
C 4.76 1.03 -4.29
N 5.16 0.21 -5.41
C 5.64 -1.10 -5.05
C 6.94 -1.06 -4.27
O 7.26 -2.41 -4.04
C 8.58 -2.65 -3.58
H 1.30 2.38 -3.96
H 2.25 0.85 -3.71
H 1.10 0.98 -5.04
H 3.96 3.00 -3.92
H 4.64 2.77 -5.52
H 4.11 0.45 -3.61
H 5.62 1.32 -3.69
H 4.45 0.21 -6.13
H 5.90 -1.64 -5.96
H 4.90 -1.68 -4.48
H 6.85 -0.55 -3.30
H 7.65 -0.54 -4.93
H 8.70 -2.40 -2.52
H 9.31 -2.15 -4.21
H 8.70 -3.73 -3.65
*
```

Results of the Löwdin charge analysis, in e, for atoms 1 through 2:
1. C -0.06
2. C -0.45

***

# 2
This record from OMol25 describes an isolated molecule of C4H6O in a non-equilibrium geometry. The level of theory is the ωB97M-V functional and the def2-TZVPD basis.

* energy above the lowest of the compared OMol25 structures with the same formula, charge and spin: 20.4 kcal per mole
* calculated total energy: -6291.032 eV
* SMILES string: C=CCC=O
* HOMO level: -10.063 eV
* max |F|: 2.5 eV/Å
* Kohn-Sham gap: 10.9 eV
* LUMO level: 0.9 eV

Structure (ORCA input):
```
! RIJCOSX wB97M-V def2-TZVPD def2/J DEFGRID3
* xyz 0 1
C -1.92 -0.10 -0.04
C -0.69 0.33 -0.10
C 0.59 -0.49 0.00
C 1.81 0.35 0.08
H -2.76 0.63 -0.40
H -2.15 -1.17 0.23
H -0.61 1.47 -0.25
H 0.51 -1.12 0.95
H 0.68 -1.16 -0.86
H 1.65 1.40 0.57
O 2.90 -0.12 -0.18
*
```

Results of the natural (NBO) charge analysis, in e, for atoms 1 through 2:
1. C -0.39
2. C -0.20

***

# 3
This record from OMol25 describes an isolated molecule of C4H4N2OS in a non-equilibrium geometry. The level of theory is the ωB97M-V functional and the def2-TZVPD basis.

* energy above the lowest of the compared OMol25 structures with the same formula, charge and spin: 44.9 kcal per mole
* calculated total energy: -20073.783 eV
* SMILES string: Nc1ncc(C=S)o1
* HOMO level: -8.705 eV
* max |F|: 6.2 eV/Å
* Kohn-Sham gap: 7.8 eV
* LUMO level: -0.9 eV

Structure (ORCA input):
```
! RIJCOSX wB97M-V def2-TZVPD def2/J DEFGRID3
* xyz 0 1
C 1.80 -0.29 -0.09
C 0.71 1.54 0.08
C -0.26 0.67 -0.11
C -1.66 0.64 -0.03
H 3.47 -1.02 0.80
H 2.16 -2.24 0.25
H 0.62 2.68 0.57
H -1.99 1.71 0.01
N 2.68 -1.33 0.07
N 1.99 0.99 -0.04
O 0.46 -0.54 -0.25
S -2.76 -0.61 0.07
*
```

Results of the natural (NBO) charge analysis, in e, for atoms 1 through 2:
1. C 0.69
2. C 0.03